{
  "formula": "C16H32AgAs2F12O12",
  "method": "wB97M-V/def2-TZVPD",
  "total_charge": -1,
  "relative_energy_ev": 1.419,
  "elements": ["Ag", "As", "F", "F", "F", "F", "F", "F", "As", "F", "F", "F", "F", "F", "F", "C", "C", "O", "C", "O", "O", "C", "H", "H", "H", "H", "H", "H", "H", "H", "C", "C", "O", "C", "O", "O", "C", "H", "H", "H", "H", "H", "H", "H", "H", "C", "C", "O", "C", "O", "O", "C", "H", "H", "H", "H", "H", "H", "H", "H", "C", "C", "O", "C", "O", "O", "C", "H", "H", "H", "H", "H", "H", "H", "H"],
  "xyz": [[0.581, 0.148, -0.609], [3.889, 0.106, -2.862], [3.103, 1.610, -3.369], [2.490, -0.474, -1.987], [4.594, -1.532, -2.595], [5.378, 0.555, -3.624], [4.437, 0.820, -1.340], [3.231, -0.538, -4.328], [-1.288, -0.396, -4.386], [-1.038, -1.906, -3.523], [0.294, -0.466, -5.129], [-1.513, 1.114, -5.261], [-2.932, -0.421, -3.753], [-0.799, 0.521, -2.995], [-1.906, -1.261, -5.787], [0.096, 2.330, 5.278], [0.325, 2.073, 3.821], [1.422, 1.120, 3.773], [1.840, 0.765, 2.605], [1.276, 0.963, 1.547], [2.977, 0.072, 2.690], [3.545, -0.413, 1.478], [0.991, 2.366, 5.897], [-0.554, 1.548, 5.679], [-0.386, 3.292, 5.464], [0.711, 2.993, 3.377], [-0.550, 1.693, 3.301], [2.857, -0.425, 0.634], [3.724, -1.485, 1.589], [4.452, 0.119, 1.207], [-0.749, -4.801, 3.366], [-0.200, -3.601, 2.608], [0.205, -4.074, 1.319], [0.730, -3.222, 0.448], [0.778, -2.020, 0.643], [1.158, -3.876, -0.593], [2.123, -3.361, -1.506], [-0.124, -5.665, 3.149], [-1.808, -4.944, 3.153], [-0.703, -4.636, 4.445], [0.710, -3.260, 3.105], [-0.947, -2.832, 2.413], [1.655, -2.886, -2.362], [2.838, -4.147, -1.732], [2.737, -2.616, -0.999], [-2.673, 0.089, 2.478], [-3.287, 0.454, 1.110], [-3.649, -0.733, 0.414], [-2.708, -1.319, -0.347], [-1.575, -0.943, -0.487], [-3.276, -2.374, -0.865], [-2.490, -3.391, -1.516], [-3.294, -0.538, 3.124], [-2.545, 0.975, 3.106], [-1.737, -0.462, 2.382], [-2.633, 1.065, 0.489], [-4.209, 1.017, 1.243], [-1.443, -3.125, -1.396], [-2.699, -3.318, -2.580], [-2.770, -4.370, -1.139], [-3.074, 4.400, -1.426], [-1.935, 4.096, -2.388], [-0.673, 4.527, -1.900], [0.113, 3.636, -1.305], [-0.094, 2.463, -1.283], [1.131, 4.283, -0.784], [2.306, 3.487, -0.456], [-4.023, 4.333, -1.955], [-2.841, 5.409, -1.073], [-3.157, 3.741, -0.561], [-2.110, 4.681, -3.289], [-1.967, 3.031, -2.624], [2.022, 2.782, 0.323], [3.099, 4.155, -0.142], [2.539, 2.997, -1.402]]
}

{
  "formula": "C16H32AgAsF6O12",
  "method": "wB97M-V/def2-TZVPD",
  "total_charge": 0,
  "relative_energy_ev": 0.803,
  "elements": ["Ag", "As", "F", "F", "F", "F", "F", "F", "C", "C", "O", "C", "O", "O", "C", "H", "H", "H", "H", "H", "H", "H", "H", "C", "C", "O", "C", "O", "O", "C", "H", "H", "H", "H", "H", "H", "H", "H", "C", "C", "O", "C", "O", "O", "C", "H", "H", "H", "H", "H", "H", "H", "H", "C", "C", "O", "C", "O", "O", "C", "H", "H", "H", "H", "H", "H", "H", "H"],
  "xyz": [[0.462, -0.033, -1.006], [3.412, 0.977, -3.209], [1.696, 0.692, -2.951], [3.147, 2.672, -3.015], [5.100, 1.233, -3.426], [3.642, -0.727, -3.351], [3.114, 1.139, -4.895], [3.606, 0.830, -1.485], [-2.549, 3.905, 2.611], [-3.002, 3.352, 1.278], [-1.854, 2.901, 0.557], [-1.881, 2.732, -0.759], [-1.006, 2.160, -1.347], [-2.966, 3.260, -1.328], [-3.062, 3.117, -2.754], [-3.433, 4.277, 3.134], [-1.953, 4.795, 2.399], [-2.030, 3.209, 3.261], [-3.518, 4.152, 0.750], [-3.740, 2.553, 1.404], [-4.123, 2.998, -2.968], [-2.460, 2.292, -3.116], [-2.748, 4.045, -3.230], [2.395, 4.075, 2.900], [3.142, 3.268, 1.854], [2.962, 1.866, 2.077], [1.869, 1.322, 1.543], [1.237, 1.798, 0.642], [1.503, 0.173, 2.101], [2.248, -0.436, 3.150], [2.640, 5.128, 2.767], [2.720, 3.771, 3.896], [1.321, 3.911, 2.816], [4.205, 3.491, 1.922], [2.837, 3.524, 0.841], [3.020, 0.230, 3.526], [2.754, -1.311, 2.741], [1.584, -0.697, 3.967], [-3.688, -5.559, -0.619], [-3.802, -4.113, -1.058], [-2.571, -3.445, -0.756], [-2.393, -2.194, -1.128], [-1.314, -1.666, -1.015], [-3.520, -1.613, -1.531], [-3.376, -0.251, -1.978], [-4.613, -6.074, -0.894], [-3.661, -5.622, 0.470], [-2.861, -6.120, -1.048], [-4.628, -3.683, -0.485], [-4.043, -4.020, -2.117], [-2.452, -0.108, -2.534], [-3.367, 0.391, -1.101], [-4.217, -0.082, -2.642], [-0.149, -3.107, 1.476], [0.566, -3.889, 0.386], [1.981, -3.810, 0.487], [2.598, -2.704, 0.097], [2.057, -1.677, -0.245], [3.899, -2.919, 0.147], [4.733, -1.944, -0.499], [-1.227, -3.229, 1.385], [0.046, -2.038, 1.401], [0.230, -3.460, 2.436], [0.229, -3.649, -0.618], [0.336, -4.941, 0.560], [4.394, -0.934, -0.298], [4.810, -2.170, -1.555], [5.712, -2.016, -0.020]]
}

{
  "formula": "C16H32AlF4O3",
  "method": "wB97M-V/def2-TZVPD",
  "total_charge": -1,
  "energy_ha": -1496.859305,
  "elements": ["C", "C", "C", "C", "C", "C", "C", "C", "C", "C", "C", "C", "C", "O", "C", "C", "O", "C", "O", "H", "H", "H", "H", "H", "H", "H", "H", "H", "H", "H", "H", "H", "H", "H", "H", "H", "H", "H", "H", "H", "H", "H", "H", "H", "H", "H", "H", "H", "H", "H", "H", "F", "Al", "F", "F", "F"],
  "xyz": [[7.740, 0.292, 2.500], [7.209, 0.035, 1.082], [6.505, 1.257, 0.491], [6.119, 1.096, -0.992], [4.615, 1.154, -1.258], [3.808, 0.126, -0.464], [2.422, -0.138, -1.050], [1.726, -1.329, -0.393], [0.278, -1.521, -0.877], [-0.766, -1.328, 0.226], [-2.159, -1.057, -0.325], [-3.209, -0.900, 0.760], [-4.561, -0.446, 0.223], [-4.934, 0.733, 0.920], [-6.301, 1.052, 0.693], [-6.542, 2.535, 0.923], [-3.371, -2.197, 1.418], [-3.262, -2.231, 2.753], [-2.341, -1.804, 3.387], [7.612, -0.583, 3.138], [8.805, 0.529, 2.493], [7.207, 1.118, 2.974], [6.504, -0.799, 1.103], [8.037, -0.236, 0.422], [7.173, 2.117, 0.604], [5.619, 1.475, 1.093], [6.529, 0.157, -1.378], [6.600, 1.892, -1.567], [4.433, 0.994, -2.325], [4.255, 2.161, -1.022], [3.669, 0.478, 0.563], [4.352, -0.824, -0.411], [2.532, -0.347, -2.119], [1.798, 0.754, -0.935], [1.733, -1.182, 0.692], [2.318, -2.224, -0.601], [0.063, -0.827, -1.696], [0.161, -2.531, -1.277], [-0.462, -0.514, 0.894], [-0.807, -2.235, 0.836], [-2.158, -0.136, -0.913], [-2.467, -1.894, -0.961], [-2.862, -0.180, 1.504], [-5.302, -1.235, 0.392], [-4.513, -0.246, -0.852], [-6.943, 0.448, 1.348], [-6.577, 0.796, -0.334], [-6.848, 2.750, 1.949], [-7.321, 2.890, 0.249], [-5.622, 3.082, 0.720], [-4.117, -2.743, 3.222], [-6.242, -0.686, -2.730], [-7.283, 0.351, -3.580], [-6.362, 1.450, -4.470], [-8.211, 1.188, -2.437], [-8.282, -0.538, -4.606]]
}

{
  "formula": "C16H32AsBrClI2O",
  "method": "wB97M-V/def2-TZVPD",
  "total_charge": -1,
  "energy_ha": -6569.375212,
  "elements": ["C", "C", "C", "Br", "As", "C", "C", "C", "Cl", "O", "C", "C", "C", "C", "C", "C", "C", "C", "I", "C", "C", "I", "H", "H", "H", "H", "H", "H", "H", "H", "H", "H", "H", "H", "H", "H", "H", "H", "H", "H", "H", "H", "H", "H", "H", "H", "H", "H", "H", "H", "H", "H", "H", "H"],
  "xyz": [[-3.690, 0.523, 1.213], [-3.193, -0.002, -0.148], [-2.132, 0.866, -0.819], [-2.960, 2.047, -2.151], [-0.410, -0.067, -1.561], [-1.389, -1.648, -2.362], [-2.219, -1.282, -3.580], [-3.734, -1.356, -3.385], [-1.747, -2.350, -5.005], [-0.287, -1.083, 0.044], [-0.051, -0.425, 1.249], [1.275, -0.829, 1.899], [2.478, -0.607, 0.973], [1.418, -0.108, 3.245], [1.599, 1.427, 3.160], [0.580, 2.178, 4.033], [3.038, 1.863, 3.481], [1.475, -0.829, -2.158], [1.937, -2.841, -1.684], [2.455, -0.165, -2.748], [3.824, -0.642, -3.153], [2.219, 1.896, -3.180], [-3.306, -0.078, 2.037], [-4.778, 0.502, 1.279], [-3.370, 1.551, 1.384], [-4.052, -0.083, -0.812], [-2.779, -1.001, -0.023], [-1.757, 1.595, -0.105], [0.408, 1.085, -0.875], [-0.488, 0.728, -2.897], [-0.636, -2.374, -2.642], [-2.015, -2.147, -1.625], [-1.945, -0.295, -3.945], [-4.203, -1.925, -4.185], [-4.166, -0.357, -3.396], [-3.979, -1.836, -2.440], [-0.062, 0.665, 1.118], [-0.859, -0.660, 1.958], [1.185, -1.898, 2.113], [3.325, -0.188, 1.520], [2.230, 0.078, 0.164], [2.816, -1.543, 0.530], [0.538, -0.338, 3.851], [2.275, -0.535, 3.773], [1.422, 1.734, 2.129], [1.026, 2.482, 4.984], [-0.291, 1.566, 4.261], [0.231, 3.086, 3.540], [3.650, 1.932, 2.582], [3.526, 1.158, 4.155], [3.059, 2.846, 3.956], [4.389, -0.949, -2.270], [4.386, 0.135, -3.661], [3.738, -1.499, -3.822]]
}

{
  "formula": "C16H32BeNO16",
  "method": "wB97M-V/def2-TZVPD",
  "spin_multiplicity": 2,
  "total_charge": 0,
  "energy_ha": -1901.900636,
  "elements": ["Be", "N", "O", "O", "O", "C", "C", "C", "O", "C", "H", "H", "H", "H", "H", "H", "H", "H", "C", "O", "C", "O", "O", "C", "H", "H", "H", "H", "H", "H", "C", "O", "C", "O", "O", "C", "H", "H", "H", "H", "H", "H", "C", "O", "C", "O", "O", "C", "H", "H", "H", "H", "H", "H", "C", "O", "C", "O", "O", "C", "H", "H", "H", "H", "H", "H"],
  "xyz": [[2.734, 0.864, -1.492], [0.828, -0.193, 0.774], [0.839, 1.017, 0.537], [1.491, -0.795, 0.022], [0.213, -0.801, 1.657], [0.874, -5.214, 1.643], [-0.440, -5.872, 1.378], [-0.640, -5.637, -0.116], [0.160, -4.557, -0.478], [0.927, -4.080, 0.644], [1.663, -5.949, 1.479], [0.938, -4.846, 2.667], [-1.276, -5.445, 1.932], [-0.478, -6.915, 1.693], [-1.681, -5.475, -0.394], [-0.229, -6.447, -0.720], [0.445, -3.238, 1.142], [1.967, -3.976, 0.333], [-2.632, 1.455, -4.282], [-1.330, 1.589, -3.726], [-0.578, 0.597, -3.110], [0.496, 0.743, -2.545], [-1.324, -0.569, -3.036], [-1.037, -1.559, -2.058], [-2.593, 0.792, -5.146], [-2.982, 2.453, -4.545], [-3.337, 1.056, -3.553], [-0.013, -1.466, -1.696], [-1.100, -2.543, -2.522], [-1.724, -1.467, -1.217], [-2.582, 0.693, 0.447], [-3.642, 0.713, -0.522], [-4.103, 1.915, -0.940], [-3.666, 3.010, -0.604], [-5.095, 1.730, -1.745], [-5.797, 2.814, -2.296], [-1.633, 1.030, 0.029], [-2.343, -0.248, 0.940], [-2.664, 1.390, 1.281], [-6.456, 3.097, -1.475], [-6.434, 2.543, -3.138], [-5.137, 3.649, -2.529], [0.949, 7.361, 3.709], [0.464, 6.094, 3.759], [-0.268, 5.543, 2.792], [-0.471, 6.016, 1.661], [-0.703, 4.374, 3.250], [-1.297, 3.364, 2.396], [1.887, 7.283, 4.260], [0.185, 8.020, 4.122], [1.084, 7.825, 2.732], [-2.238, 3.697, 1.960], [-1.508, 2.439, 2.933], [-0.574, 3.020, 1.656], [6.319, -2.318, -2.010], [5.869, -2.495, -0.651], [5.137, -1.649, -0.065], [4.719, -0.584, -0.489], [4.952, -2.056, 1.215], [4.012, -1.435, 2.056], [5.794, -1.524, -2.540], [6.352, -3.276, -2.528], [7.330, -1.909, -1.993], [4.002, -0.359, 1.881], [4.387, -1.488, 3.079], [2.985, -1.799, 2.099]]
}

{
  "formula": "C16H32Cl12GaO3",
  "method": "wB97M-V/def2-TZVPD",
  "total_charge": -1,
  "energy_ha": -8301.606206,
  "elements": ["C", "C", "O", "O", "C", "O", "C", "Ga", "H", "H", "H", "H", "H", "H", "H", "H", "Cl", "C", "C", "Cl", "H", "H", "H", "H", "Cl", "C", "C", "Cl", "H", "H", "H", "H", "Cl", "C", "C", "Cl", "H", "H", "H", "H", "Cl", "C", "C", "Cl", "H", "H", "H", "H", "Cl", "C", "C", "Cl", "H", "H", "H", "H", "Cl", "C", "C", "Cl", "H", "H", "H", "H"],
  "xyz": [[-1.756, -0.008, 2.008], [-0.858, 0.246, 0.691], [-1.040, -0.527, -0.267], [0.022, 1.357, 0.724], [1.376, 1.008, 0.360], [2.255, 1.250, 1.232], [1.852, 0.406, -1.035], [3.803, -0.377, -0.905], [-1.299, 0.461, 2.943], [-2.783, 0.466, 1.747], [-1.944, -1.142, 2.147], [1.198, -0.427, -1.445], [1.922, 1.274, -1.778], [3.711, -1.973, -1.019], [4.662, 0.128, -2.173], [4.507, -0.037, 0.495], [-4.992, -0.119, 1.441], [-5.593, -1.076, 0.063], [-5.141, -0.510, -1.263], [-5.920, 1.053, -1.624], [-6.679, -1.122, 0.131], [-5.202, -2.087, 0.187], [-5.410, -1.191, -2.079], [-4.059, -0.364, -1.288], [-7.630, -3.725, 0.081], [-7.687, -4.783, -1.347], [-6.372, -4.810, -2.105], [-6.014, -3.263, -2.923], [-8.508, -4.448, -1.982], [-7.923, -5.785, -0.985], [-6.417, -5.572, -2.885], [-5.533, -5.044, -1.448], [1.114, 3.359, -3.453], [1.415, 4.895, -2.609], [2.850, 5.357, -2.752], [3.970, 4.299, -1.869], [1.139, 4.762, -1.562], [0.742, 5.635, -3.047], [2.958, 6.360, -2.333], [3.165, 5.389, -3.796], [-3.188, -1.865, 3.869], [-3.152, -1.084, 5.469], [-1.890, -1.415, 6.239], [-1.840, -3.123, 6.745], [-4.047, -1.387, 6.014], [-3.208, -0.007, 5.296], [-1.843, -0.815, 7.149], [-0.994, -1.211, 5.650], [4.187, -2.005, -4.615], [5.880, -1.899, -5.152], [6.829, -2.590, -4.194], [6.962, -1.733, -2.640], [6.132, -0.844, -5.274], [5.931, -2.377, -6.133], [7.833, -2.621, -4.624], [6.515, -3.615, -3.989], [6.041, 4.786, 4.139], [4.418, 4.101, 3.861], [4.407, 3.086, 2.736], [4.680, 3.841, 1.148], [3.732, 4.926, 3.664], [4.115, 3.621, 4.794], [3.433, 2.596, 2.688], [5.168, 2.318, 2.880]]
}

{
  "formula": "C16H32FMgO13",
  "method": "wB97M-V/def2-TZVPD",
  "total_charge": 1,
  "relative_energy_ev": 1.649,
  "elements": ["Mg", "F", "C", "C", "C", "O", "C", "H", "H", "H", "H", "H", "H", "H", "H", "C", "O", "C", "O", "O", "C", "H", "H", "H", "H", "H", "H", "C", "O", "C", "O", "O", "C", "H", "H", "H", "H", "H", "H", "C", "O", "C", "O", "O", "C", "H", "H", "H", "H", "H", "H", "C", "O", "C", "O", "O", "C", "H", "H", "H", "H", "H", "H"],
  "xyz": [[0.821, -1.014, 0.548], [-0.386, 0.466, 0.058], [-3.647, 3.927, -2.246], [-2.662, 2.706, -1.958], [-3.295, 2.070, -0.716], [-4.186, 3.054, -0.064], [-4.338, 4.213, -0.918], [-4.239, 3.648, -3.118], [-3.095, 4.831, -2.503], [-1.682, 3.150, -1.782], [-2.532, 2.004, -2.782], [-2.610, 1.671, 0.033], [-4.005, 1.287, -0.981], [-3.820, 5.053, -0.454], [-5.394, 4.399, -1.111], [-2.956, -0.815, 1.277], [-2.736, -2.133, 1.702], [-1.495, -2.749, 1.526], [-0.389, -2.178, 1.457], [-1.622, -4.034, 1.341], [-0.507, -4.792, 1.145], [-4.025, -0.642, 1.396], [-2.710, -0.764, 0.216], [-2.474, -0.066, 1.905], [-0.227, -4.699, 0.096], [-0.740, -5.846, 1.294], [0.389, -4.467, 1.672], [3.009, -0.701, 4.324], [2.359, 0.493, 4.077], [1.550, 0.664, 3.040], [0.974, -0.150, 2.347], [1.388, 2.009, 2.969], [0.578, 2.526, 1.995], [2.366, -1.580, 4.383], [3.671, -0.562, 5.179], [3.665, -0.994, 3.504], [0.216, 3.508, 2.298], [-0.343, 1.945, 2.045], [1.045, 2.590, 1.012], [4.752, 0.681, 1.119], [4.525, 1.009, -0.209], [3.306, 0.744, -0.725], [2.436, 0.067, -0.175], [3.165, 1.375, -1.856], [1.827, 1.590, -2.439], [5.292, -0.266, 1.145], [3.894, 0.751, 1.787], [5.353, 1.462, 1.586], [1.413, 0.721, -2.951], [1.921, 2.412, -3.148], [1.220, 1.811, -1.562], [-1.268, -0.785, -2.676], [-0.515, -2.052, -2.967], [0.472, -2.438, -2.210], [0.859, -1.832, -1.182], [1.002, -3.645, -2.711], [2.000, -4.396, -1.988], [-0.696, 0.142, -2.703], [-1.570, -0.829, -1.630], [-2.221, -0.752, -3.204], [2.559, -5.047, -2.660], [1.597, -5.046, -1.211], [2.766, -3.705, -1.637]]
}